One molecule with the formula CH4P2S3 in a non-equilibrium geometry. Source: the OMol25 dataset; level of theory: ωB97M-V with the def2-TZVPD basis set.

relative energy (zero: lowest compared OMol25 entry of this formula, charge and spin): 81.05 kJ/mol
HOMO: -8.15 eV
molar mass: 174.2 g/mol
largest force on an atom: 3.16 eV Å⁻¹

Structure (ORCA input):
```
! RIJCOSX wB97M-V def2-TZVPD def2/J DEFGRID3
* xyz 0 1
C -1.05 -0.13 1.01
P 3.91 -0.40 0.65
P 1.53 0.43 -0.79
S 3.36 1.45 -0.29
S 2.28 -1.51 -0.22
S 0.15 1.27 0.77
H -1.59 -0.48 0.03
H -1.69 0.50 1.60
H -0.79 -0.97 1.58
H 4.77 -1.15 -0.33
*
```